Entry from OMol25: an isolated molecule of C11H15NO (wB97M-V/def2-TZVPD).

Geometry (Å):
1 C 3.83400 -1.61448 0.18500
2 O 3.71581 -0.29217 0.00239
3 C 2.51708 0.33280 -0.01830
4 C 2.39784 1.74471 -0.16158
5 C 1.11041 2.10073 0.02367
6 C -0.06636 1.23692 0.16609
7 C 0.03972 -0.09307 0.02811
8 C 1.41633 -0.58457 -0.17690
9 C -1.15691 -1.05713 -0.22553
10 C -2.49212 -0.41275 -0.38909
11 N -3.67153 -1.32169 0.03533
12 C -2.55093 0.86164 0.34599
13 C -1.37106 1.81477 -0.04286
14 H 3.26706 -2.28435 -0.59938
15 H 4.84623 -1.80230 0.04349
16 H 3.32189 -1.87430 1.07764
17 H 3.25685 2.46542 -0.31766
18 H 1.01044 3.16852 -0.35693
19 H 1.74953 -1.67954 -0.04243
20 H -0.97827 -1.86149 -0.85127
21 H -1.27406 -1.66312 0.65911
22 H -2.59325 -0.16594 -1.48236
23 H -3.49019 -1.61265 1.03349
24 H -3.77958 -2.26038 -0.27450
25 H -3.42463 1.54934 0.28022
26 H -2.56415 0.46582 1.35176
27 H -1.66928 2.19365 -1.02530
28 H -1.40090 2.64561 0.73181

Forces on the atoms, in the same order (eV/Å):
-2.30 -2.50 -2.03
0.89 3.73 -0.69
-1.28 -2.90 -1.55
1.12 -1.70 1.08
-1.69 2.11 -1.61
2.26 1.45 -1.89
2.60 -3.10 -1.82
0.05 0.70 2.64
0.89 1.38 3.04
-2.17 -1.35 -3.15
1.13 1.34 2.23
0.03 1.63 0.79
-2.69 1.28 2.98
1.20 1.24 0.77
1.79 -0.82 0.55
0.32 -0.74 1.45
-1.22 -1.17 0.18
-0.90 -1.08 1.28
-1.60 2.04 -0.60
0.71 -0.95 -2.26
0.16 -0.02 1.18
-0.39 -0.49 0.69
-0.17 1.21 -0.81
0.50 -0.60 -1.83
0.00 -1.27 -0.41
0.51 0.79 1.06
0.75 0.14 -0.05
-0.51 -0.35 -1.24

Summary:
- HOMO: -8.145 eV
- SMILES: COc1ccc2c(c1)C[C@@H](N)CC2
- Energy: -15184.69251 eV